Record 1
The following is a DFT calculation (ωB97M-V with the def2-TZVPD basis set) of C31H26BF3N13S2Tl as an isolated structure.

Structure (XYZ):
```
77
Properties=species:S:1:pos:R:3:forces:R:3
Tl -0.303890 -0.113551 0.167757 -0.31 -0.42 0.36
C 1.125963 3.730051 2.606215 0.02 -0.06 -0.06
C 1.157762 3.064583 1.368605 0.04 -0.07 0.07
N -0.009640 2.502404 1.094439 0.07 0.28 0.08
N -0.825262 2.802580 2.130235 -0.17 -0.05 -0.25
C -0.154686 3.519709 3.060550 -0.08 -0.10 0.00
B -2.231640 2.150118 2.301747 0.12 -0.07 0.03
N -2.952433 1.903369 0.930680 0.27 0.22 -0.04
C -4.248481 2.174115 0.650371 0.12 -0.04 0.10
C -4.483235 1.856287 -0.666984 0.02 -0.03 -0.06
C -3.246843 1.382430 -1.133180 -0.03 -0.03 -0.06
N -2.336787 1.422999 -0.177622 -0.18 0.13 0.30
N -1.995946 0.836222 3.095789 -0.11 0.14 -0.13
C -2.631306 0.271382 4.144826 -0.10 -0.01 0.03
C -1.937400 -0.862435 4.501883 0.12 -0.06 -0.06
C -0.873128 -0.921409 3.587449 0.03 -0.15 0.02
N -0.912983 0.098463 2.750263 -0.12 0.21 0.20
N -3.114429 3.148629 3.084643 0.01 -0.17 0.06
C -3.127591 4.495190 2.941446 -0.10 -0.16 -0.08
C -4.202277 4.986406 3.640642 -0.10 -0.04 0.07
C -4.810133 3.836419 4.180916 -0.04 0.02 0.04
N -4.161441 2.734281 3.840923 0.11 0.43 -0.16
H 1.920111 4.261920 3.103185 -0.03 -0.01 -0.03
H 1.984109 2.938925 0.684500 -0.03 0.03 0.01
H -0.623358 3.806522 3.987778 -0.03 0.02 -0.05
H -4.912726 2.554385 1.409188 0.03 0.02 -0.01
H -5.412648 1.941715 -1.204558 0.03 -0.01 0.01
H -2.977188 0.987101 -2.101708 -0.01 0.02 0.04
H -3.524058 0.719719 4.551007 0.17 -0.07 -0.07
H -2.169662 -1.545885 5.301537 0.01 0.01 -0.03
H -0.088048 -1.655993 3.479830 -0.03 0.02 0.03
H -2.397758 5.002629 2.333676 0.06 -0.05 0.03
H -4.499996 6.016094 3.745442 -0.01 -0.03 0.00
H -5.689638 3.763306 4.803828 0.03 0.02 -0.02
N -2.101271 -4.351480 0.582575 -0.09 0.19 0.09
C -1.803726 -3.150158 -0.000820 0.06 -0.30 -0.28
S -2.655780 -1.753718 0.519352 0.31 -0.30 -0.02
N -0.890688 -3.272529 -0.974644 -0.29 0.40 0.34
N -0.572606 -2.081225 -1.494252 0.02 -0.15 -0.21
C 0.219283 -2.023329 -2.503164 0.24 0.30 -0.26
C 0.844379 -3.213624 -3.147348 -0.05 0.01 0.10
C 0.598268 -3.527822 -4.479104 -0.01 -0.03 -0.06
C 1.192007 -4.639363 -5.066396 -0.01 0.05 0.06
C 2.041533 -5.443529 -4.320040 -0.02 0.02 0.04
C 2.291534 -5.133558 -2.987299 -0.02 0.03 -0.02
C 1.694669 -4.027066 -2.401144 0.03 -0.02 0.03
C 0.574056 -0.661368 -2.980888 0.05 -0.27 0.03
C 1.568509 -0.472683 -3.944036 0.03 0.06 -0.08
C 1.883151 0.810288 -4.350638 0.03 -0.04 -0.07
C 1.219261 1.889527 -3.785359 -0.13 -0.03 -0.07
C 0.273117 1.617452 -2.809884 -0.13 0.02 -0.03
N -0.047304 0.386101 -2.422925 -0.07 0.12 -0.15
H -2.568664 -4.300376 1.470560 0.01 -0.03 0.00
H -1.423238 -5.082569 0.438940 0.00 -0.02 -0.01
H -0.065644 -2.896481 -5.059995 0.00 -0.02 0.01
H 0.988802 -4.876007 -6.103745 0.00 0.00 0.00
H 2.504653 -6.311576 -4.773414 0.01 0.01 0.00
H 2.953386 -5.758217 -2.399735 0.00 0.01 -0.01
H 1.874758 -3.779481 -1.359771 -0.01 -0.02 -0.04
H 2.087683 -1.328317 -4.351782 0.01 0.03 -0.02
H 2.652353 0.967796 -5.096788 0.01 0.00 0.00
H 1.435515 2.909589 -4.074373 -0.01 -0.01 0.01
H -0.253997 2.420411 -2.300740 0.01 -0.04 0.02
F 6.283003 -1.799038 1.304786 0.10 0.03 -0.02
C 4.932430 -1.932224 1.317843 -0.08 0.19 -0.15
F 4.570662 -1.858062 2.603697 -0.06 0.02 0.20
F 4.685314 -3.181882 0.903802 -0.03 -0.20 -0.08
C 4.269356 -0.888410 0.457693 0.01 -0.11 0.08
C 5.058236 0.052082 -0.171071 0.04 0.01 -0.02
C 4.484815 1.034990 -0.968210 0.05 -0.06 0.03
C 3.111535 1.007906 -1.093179 -0.07 -0.12 0.10
N 2.335702 0.107495 -0.495606 0.15 0.20 0.00
C 2.855371 -0.854767 0.299730 0.01 0.11 -0.11
S 1.758334 -1.953793 1.043049 0.06 0.14 -0.01
H 6.129882 0.019537 -0.036975 0.03 -0.01 0.01
H 5.081549 1.782617 -1.472377 -0.01 -0.02 0.02
H 2.596477 1.738181 -1.711623 0.06 -0.08 0.15
```
Positions in Å, forces in eV/Å.

## Properties
Spin multiplicity: 2
Energy above the lowest of the compared OMol25 structures with the same formula, charge and spin, kJ/mol: 56.2
Largest force on an atom, eV Å⁻¹: 0.6
Total charge: -1
E, eV: -87137.9343


Record 2
The following is a DFT calculation (ωB97M-V with the def2-TZVPD basis set) of C31H26F6N4O5S4Zn as an isolated structure.

Structure (XYZ):
```
77
Properties=species:S:1:pos:R:3:forces:R:3
Zn 0.562577 0.933059 -0.460008 -0.15 0.05 0.25
C 4.877142 0.718562 -0.878439 -0.01 -0.01 0.00
C 5.212882 0.480930 0.447323 0.00 0.01 -0.02
C 4.217743 0.442836 1.410209 0.01 -0.03 0.02
C 2.883770 0.650306 1.054392 0.02 0.05 -0.04
C 2.524811 0.873648 -0.286862 -0.03 0.03 -0.03
C 3.545235 0.897690 -1.234133 0.02 -0.01 0.02
C 1.812903 0.635947 2.093851 -0.03 -0.01 0.00
C 2.120068 0.703231 3.479030 0.03 -0.02 0.00
C 1.119406 0.703055 4.396667 -0.01 0.00 0.00
C -0.228933 0.645624 3.974111 0.03 -0.02 0.04
C -1.320360 0.650722 4.871153 0.00 0.00 0.02
C -2.601618 0.608045 4.400062 0.01 -0.01 -0.02
C -2.838805 0.570578 3.008597 -0.01 0.00 0.04
C -1.800021 0.572012 2.121082 -0.01 0.02 -0.10
C -0.467540 0.600293 2.588375 -0.02 -0.01 -0.03
N 0.557173 0.585283 1.686400 0.14 0.19 0.00
H 5.652511 0.752912 -1.635089 -0.01 0.00 0.01
H 6.245756 0.325481 0.732554 -0.01 -0.01 -0.01
H 4.499079 0.227482 2.433187 -0.01 0.03 0.00
H 3.304066 1.056109 -2.279617 0.01 0.01 0.02
H 3.146943 0.782385 3.799603 0.00 -0.01 -0.01
H 1.343140 0.762785 5.455579 -0.01 0.00 0.00
H -1.120151 0.694055 5.935408 -0.01 -0.02 -0.01
H -3.436159 0.606920 5.088941 0.00 0.01 -0.01
H -3.855660 0.543143 2.638333 0.00 0.01 0.00
H -1.989620 0.558123 1.054729 0.01 0.00 0.05
F -2.877300 2.957778 -3.495581 0.06 0.10 -0.04
C -3.334772 2.288277 -2.448581 0.17 -0.04 0.14
F -4.504498 1.749127 -2.744906 -0.09 -0.03 -0.06
F -3.498302 3.141299 -1.428599 -0.08 0.00 -0.05
S -2.140003 0.962202 -1.926879 0.29 -0.06 0.00
O -1.169613 1.757511 -1.148837 0.11 -0.21 -0.12
O -2.942633 0.041144 -1.174449 0.00 0.05 -0.02
N -1.405097 0.435629 -3.182152 -0.47 -0.01 0.04
S -2.125124 -0.582939 -4.204723 0.07 0.06 0.09
O -3.096429 0.073593 -5.027328 0.03 0.00 0.04
O -2.430000 -1.862823 -3.640750 0.02 0.07 0.02
C -0.649831 -0.860957 -5.268646 0.05 -0.02 0.07
F -1.028758 -1.597192 -6.311222 0.01 -0.05 -0.07
F 0.293279 -1.522397 -4.597569 0.01 0.00 0.00
F -0.135824 0.281199 -5.711923 -0.01 0.04 -0.05
C 0.376919 6.960755 -1.254393 -0.02 -0.04 0.04
N 0.803165 5.732413 -0.617005 0.06 0.10 0.01
C 0.068843 5.011553 0.241972 -0.08 -0.16 -0.04
N -1.193154 5.428324 0.464525 0.01 -0.03 0.00
S 0.695135 3.653192 1.012825 -0.02 0.13 0.04
H 1.157725 7.288334 -1.934182 0.00 0.01 -0.01
H 0.197999 7.754090 -0.523981 0.00 0.00 0.00
H -0.530892 6.807179 -1.842207 0.01 -0.01 -0.04
H 1.756124 5.426435 -0.713146 -0.01 -0.02 -0.01
H -1.624400 6.150833 -0.084874 -0.01 -0.02 -0.02
H -1.785477 4.800700 0.979391 0.01 0.01 0.02
O 0.012850 -1.041257 -0.832005 -0.17 -0.03 -0.14
S -0.863367 -1.962011 -0.006919 0.10 -0.07 0.03
C -1.149839 -3.360726 -1.070034 -0.03 0.04 0.06
C -2.410625 -3.931438 -1.067337 0.01 0.06 0.02
C -2.670545 -4.983891 -1.933791 0.01 -0.03 -0.02
C -1.678443 -5.431282 -2.792509 -0.01 0.03 0.02
C -0.420505 -4.836650 -2.790085 -0.01 0.00 -0.01
C -0.147457 -3.794526 -1.922966 0.03 0.00 -0.03
C 0.276046 -2.700790 1.162600 -0.01 -0.07 -0.08
C 1.634536 -2.476252 1.022490 0.00 -0.02 -0.03
C 2.505437 -3.052893 1.936664 -0.02 -0.02 0.04
C 2.012115 -3.837104 2.971172 -0.01 0.03 -0.03
C 0.643555 -4.041590 3.104774 0.04 0.01 0.03
C -0.234375 -3.465615 2.200367 -0.04 0.00 0.02
H -3.184777 -3.536114 -0.420526 0.00 0.00 -0.03
H -3.654685 -5.432454 -1.957455 0.01 0.00 0.00
H -1.889636 -6.237073 -3.483585 0.00 0.00 0.01
H 0.342313 -5.176845 -3.478319 -0.01 -0.01 0.01
H 0.816279 -3.300289 -1.923895 -0.02 0.00 -0.01
H 1.994641 -1.838699 0.223884 0.00 -0.06 0.01
H 3.570264 -2.883442 1.840062 0.00 0.02 0.00
H 2.694918 -4.283148 3.682872 -0.01 0.00 -0.01
H 0.262429 -4.644523 3.918592 -0.01 0.01 -0.01
H -1.304563 -3.607884 2.303728 0.02 0.00 -0.01
```
Positions in Å, forces in eV/Å.

## Properties
Spin multiplicity: 1
Energy above the lowest of the compared OMol25 structures with the same formula, charge and spin, kJ/mol: 0.0
Largest force on an atom, eV Å⁻¹: 0.5
E, eV: -156831.8904


Record 3
The following is a DFT calculation (ωB97M-V with the def2-TZVPD basis set) of C31H26GeMoN5O3S2 as an isolated structure.

Structure (XYZ):
```
69
Properties=species:S:1:pos:R:3:forces:R:3
Mo 1.695155 2.080630 0.300653 0.05 0.57 -0.03
N -0.754588 5.371971 -1.113481 0.00 0.03 -0.04
C 0.252913 4.602611 -0.710833 0.01 -0.18 0.18
S 0.000613 3.665012 0.786647 -0.02 0.05 -0.06
N 1.361677 4.582661 -1.402406 0.00 0.09 -0.13
N 2.275377 3.755668 -0.834544 0.10 -0.21 0.13
C 3.533941 3.975746 -0.993623 -0.15 -0.04 0.04
C 4.410864 3.185567 -0.141601 0.04 -0.03 0.02
C 5.787327 3.310022 -0.116890 -0.02 0.04 -0.06
C 6.511489 2.589264 0.821468 -0.06 -0.04 0.05
C 5.837809 1.763467 1.711276 0.07 0.04 -0.05
C 4.462627 1.671144 1.625723 -0.05 -0.03 0.03
N 3.760247 2.365986 0.722370 -0.05 -0.07 -0.03
H -1.576344 5.487114 -0.547785 -0.02 0.01 0.02
H -0.623664 5.972091 -1.913491 0.00 0.01 0.00
H 3.889047 4.777503 -1.630227 -0.01 0.01 0.00
H 6.276593 3.972541 -0.817561 0.00 0.00 0.01
H 7.588267 2.678871 0.864786 0.00 0.00 -0.01
H 6.367835 1.198777 2.464122 -0.01 0.00 0.01
H 3.894600 1.039192 2.298173 -0.01 0.01 0.00
O 0.985778 0.643390 2.037393 0.09 -0.05 -0.15
C 0.960658 -0.218426 1.159959 -0.15 0.01 0.13
N 0.337617 0.079716 -0.078828 -0.08 -0.06 -0.12
S 1.415371 -0.496403 -1.217506 0.00 -0.05 0.04
O 2.395583 0.622802 -1.224649 0.12 -0.09 0.07
O 0.857048 -0.883362 -2.455580 -0.04 -0.02 0.01
C 2.079434 -1.770459 -0.201015 -0.04 -0.04 -0.10
C 2.854492 -2.855597 -0.539703 -0.01 0.03 -0.06
C 3.276741 -3.669762 0.510291 -0.01 0.01 0.05
C 2.952648 -3.374453 1.832557 0.01 -0.01 -0.03
C 2.195847 -2.252775 2.157098 -0.02 0.01 0.01
C 1.741435 -1.465118 1.114625 0.08 -0.04 0.05
H 3.112197 -3.073715 -1.567221 0.00 -0.01 0.00
H 3.868973 -4.547872 0.291598 0.00 -0.01 0.00
H 3.291819 -4.032179 2.621089 0.01 0.00 0.00
H 1.937916 -2.019711 3.181672 0.00 -0.01 0.00
C -1.857278 1.347645 -1.738294 0.02 0.00 -0.02
Ge -1.784416 -0.039010 -0.398100 0.03 0.02 0.09
C -2.387331 0.344004 1.376602 0.10 -0.09 -0.01
C -2.821214 1.608906 1.768810 0.01 -0.04 0.07
C -3.256741 1.818979 3.069374 0.00 0.04 -0.05
C -3.255960 0.770675 3.979332 0.00 0.00 -0.01
C -2.836200 -0.495090 3.592225 0.01 -0.05 -0.01
C -2.409431 -0.713361 2.291035 -0.03 0.12 0.06
C -2.053001 -1.882048 -0.896876 0.02 0.07 -0.02
C -1.216901 -2.879586 -0.464060 -0.06 -0.03 -0.04
C -1.436373 -4.224087 -0.828578 0.07 0.01 0.05
C -2.496993 -4.547112 -1.621221 -0.04 -0.02 -0.01
C -3.406967 -3.556157 -2.060232 -0.01 0.11 0.00
C -4.532979 -3.888684 -2.852659 0.03 -0.06 0.02
C -5.424591 -2.932725 -3.237954 -0.04 0.01 -0.02
C -5.241316 -1.591790 -2.838919 0.00 0.00 0.01
C -4.160575 -1.240749 -2.084053 0.07 -0.04 0.03
C -3.199752 -2.204254 -1.684050 0.01 -0.07 -0.04
H -2.892135 1.613577 -1.947001 0.01 0.03 0.00
H -1.401371 0.987210 -2.659573 0.00 0.01 -0.02
H -1.336235 2.236738 -1.384955 -0.01 -0.01 -0.01
H -2.833160 2.426620 1.060137 0.01 0.05 -0.01
H -3.603598 2.798296 3.371670 0.00 -0.01 0.00
H -3.599858 0.937470 4.991349 0.00 0.00 0.00
H -2.861315 -1.314492 4.298319 0.00 0.01 0.00
H -2.118836 -1.710951 1.980220 -0.01 -0.02 0.01
H -0.377093 -2.658771 0.182123 0.03 0.00 0.00
H -0.762097 -4.992764 -0.474637 0.00 0.00 0.00
H -2.671462 -5.576110 -1.909902 0.00 0.00 -0.01
H -4.677147 -4.922885 -3.139378 0.00 0.00 -0.01
H -6.282559 -3.199632 -3.839555 0.00 0.01 0.00
H -5.966528 -0.843152 -3.128005 0.00 0.00 0.00
H -4.053937 -0.208620 -1.767754 -0.04 -0.02 -0.03
```
Positions in Å, forces in eV/Å.

## Properties
Spin multiplicity: 4
Energy above the lowest of the compared OMol25 structures with the same formula, charge and spin, kJ/mol: 32.3
Largest force on an atom, eV Å⁻¹: 0.6
Total charge: +2
E, eV: -126190.3960